No. 1
Computed, not measured: a structure of composition C20H38MnNO3P2Si, with ωB97M-V/def2-TZVPD.

Cartesian coordinates (Å):
C 1.305 -0.033 -4.114
C 0.915 0.314 -2.824
N 0.654 -0.635 -1.906
C 0.728 -1.941 -2.210
C 1.116 -2.342 -3.486
C 1.406 -1.378 -4.441
C 0.783 1.762 -2.444
P 0.924 1.937 -0.627
Mn 0.140 -0.099 0.251
P -0.716 -2.364 0.177
C 0.431 -2.981 -1.138
C -0.746 0.695 1.831
C 0.126 1.246 2.790
C -0.360 1.705 4.019
C -1.728 1.643 4.304
C -2.604 1.099 3.360
C -2.115 0.628 2.133
O -1.762 2.988 -2.962
O -2.817 2.387 -0.542
H 1.560 0.770 -4.801
H 1.154 -3.407 -3.691
H 1.712 -1.672 -5.438
C 2.706 2.129 -0.323
C 0.248 3.568 -0.257
H -0.026 -3.864 -1.606
H 1.364 -3.314 -0.641
H -0.205 2.203 -2.770
H 1.590 2.362 -2.895
C -0.810 -3.519 1.586
C -2.395 -2.671 -0.485
H 1.203 1.300 2.568
H 0.342 2.091 4.760
H -2.104 1.990 5.268
H -3.671 1.033 3.577
H -2.814 0.189 1.406
H -2.312 1.530 -0.453
H -2.930 2.711 0.369
H -2.261 2.881 -2.105
H -2.330 2.626 -3.663
H -1.187 0.584 -0.352
H 3.076 3.013 -0.863
H 2.834 2.264 0.761
H 3.249 1.227 -0.642
H 0.788 4.318 -0.852
H -0.827 3.588 -0.483
H 0.404 3.750 0.814
H -2.567 -3.756 -0.574
H -3.112 -2.253 0.238
H -2.544 -2.187 -1.459
H -1.313 -4.447 1.295
H 0.155 -3.765 2.016
H -1.400 -3.013 2.360
C 1.575 -2.208 3.896
Si 2.438 -1.917 2.248
C 4.044 -0.957 2.553
C 2.838 -3.625 1.556
O 1.590 -1.091 1.174
H 2.318 -2.679 4.560
H 0.699 -2.872 3.855
H 1.252 -1.269 4.363
H 4.744 -1.489 3.218
H 4.560 -0.777 1.596
H 3.838 0.027 3.004
H 2.000 -4.319 1.409
H 3.365 -3.541 0.596
H 3.531 -4.096 2.270

The calculation puts the lowest unoccupied orbital energy (spin up / spin down) at -3.8 / -3.2 eV. The total energy is -3188.4278 Eh. The total charge is +1. The value obtained for the molar mass is 485.5 g mol⁻¹. The spin multiplicity is 4. As for the gap between HOMO and LUMO (spin up / spin down): 7.7 / 8.6 eV.

No. 2
Computed, not measured: an isolated molecule of C5H5ClO2, with ωB97M-V/def2-TZVPD.

Cartesian coordinates (Å):
C 1.307 0.617 0.721
C 1.291 1.270 -0.417
C -1.572 -0.591 -0.088
C -0.564 -1.056 0.676
C 0.180 1.500 -1.303
O 0.454 -0.351 1.208
O -0.541 -2.272 1.308
Cl -2.657 -1.717 -0.802
H 2.115 0.638 1.411
H 0.750 1.799 -2.163
H -0.329 0.459 -1.448
H -0.638 2.099 -0.942
H 0.203 -2.395 1.838

The calculation puts the lowest unoccupied orbital energy (spin up / spin down) at -2.6 / -2.6 eV. The total energy is -803.8950 Eh. The value obtained for the molar mass is 132.5 g mol⁻¹. As for the gap between HOMO and LUMO (spin up / spin down): 5.4 / 5.4 eV.

No. 3
Computed, not measured: the ion C5H9N2O2 with charge +1, with ωB97M-V/def2-TZVPD.

Cartesian coordinates (Å):
C 2.221 -1.845 2.428
C 3.085 -2.169 3.415
C 0.879 1.169 -0.579
C -1.484 0.063 -0.224
C -0.053 -0.160 -0.439
N 0.179 -1.558 1.413
N 0.740 -0.797 0.575
O 3.906 -2.285 4.227
O 0.829 -2.112 2.410
H 2.688 -1.834 1.406
H 0.872 1.797 0.229
H 1.834 0.673 -0.749
H 0.684 1.774 -1.443
H -1.767 0.946 -0.762
H -1.755 0.101 0.839
H -2.126 -0.828 -0.457
H 0.278 -0.645 -1.378
H -0.886 -1.605 1.552

The calculation puts the lowest unoccupied orbital energy (spin up / spin down) at -5.5 / -5.5 eV. The total energy is -455.4484 Eh. The total charge is +1. The value obtained for the molar mass is 129.1 g mol⁻¹. As for the gap between HOMO and LUMO (spin up / spin down): 8.0 / 8.0 eV. As for the SMILES: CC(C)/N=[NH+]/OC=C=O.

No. 4
Computed, not measured: a structure of composition C43H34IN3O2PRu, with ωB97M-V/def2-TZVPD.

Cartesian coordinates (Å):
Ru 0.306 0.028 -1.204
I 0.911 -2.808 -1.699
C 1.794 -3.817 -0.115
C 2.521 -4.892 -0.550
C 3.132 -5.776 0.358
C 2.966 -5.560 1.686
C 2.225 -4.450 2.164
C 2.083 -4.315 3.563
C 1.381 -3.282 4.094
C 0.827 -2.327 3.229
C 0.941 -2.386 1.858
P 0.131 -0.894 1.106
C 0.849 0.388 2.203
C 0.145 0.983 3.244
C 0.754 1.940 4.048
C 2.074 2.294 3.826
C 2.788 1.692 2.795
C 2.175 0.751 1.983
C -1.603 -1.086 1.578
C -2.115 -2.334 1.923
C -3.471 -2.477 2.188
C -4.318 -1.384 2.099
C -3.813 -0.141 1.736
C -2.464 0.003 1.464
C 1.631 -3.502 1.270
H 2.617 -5.082 -1.611
H 3.705 -6.616 -0.010
H 3.394 -6.237 2.415
H 2.543 -5.061 4.199
H 1.256 -3.177 5.163
H 0.295 -1.502 3.682
H -0.888 0.709 3.427
H 0.194 2.402 4.850
H 2.552 3.032 4.458
H 3.824 1.959 2.629
H 2.741 0.284 1.185
H -1.467 -3.198 1.986
H -3.861 -3.448 2.462
H -5.375 -1.501 2.302
H -4.468 0.717 1.652
H -2.088 0.965 1.152
O -1.414 -0.884 -1.229
N -2.367 -0.502 -2.030
N -1.940 0.251 -2.924
O -0.677 0.612 -2.954
C -2.822 0.743 -3.966
C -4.134 0.300 -4.011
C -4.955 0.793 -5.011
C -4.468 1.706 -5.939
C -3.147 2.122 -5.877
C -2.306 1.636 -4.884
H -4.504 -0.407 -3.283
H -5.981 0.456 -5.067
H -5.119 2.088 -6.713
H -2.761 2.825 -6.602
H -1.271 1.937 -4.830
C 1.741 0.230 -2.658
C 2.875 0.430 -1.725
C 3.701 -0.631 -1.311
C 4.766 -0.413 -0.461
C 5.035 0.879 -0.010
C 4.255 1.949 -0.429
C 3.185 1.720 -1.274
C 6.137 1.108 0.896
N 6.997 1.299 1.632
H 1.769 -0.648 -3.289
H 1.435 1.103 -3.225
H 3.521 -1.627 -1.685
H 5.400 -1.233 -0.153
H 4.489 2.951 -0.096
H 2.598 2.561 -1.611
C 0.105 2.060 -0.791
C -1.190 2.745 -0.490
C -1.466 3.174 0.808
C -2.650 3.832 1.110
C -3.580 4.085 0.111
C -3.302 3.696 -1.193
C -2.113 3.046 -1.488
H 0.806 2.218 0.030
H 0.498 2.452 -1.730
H -0.734 2.999 1.590
H -2.842 4.155 2.126
H -4.502 4.603 0.342
H -4.005 3.913 -1.987
H -1.891 2.772 -2.509

The calculation puts the lowest unoccupied orbital energy at -4.1 eV. The total energy is -2707.3134 Eh. The total charge is +1. The value obtained for the molar mass is 883.7 g mol⁻¹. As for the gap between HOMO and LUMO: 6.6 eV.

No. 5
Computed, not measured: an isolated molecule of C19H21ClN2O3, with ωB97M-V/def2-TZVPD.

Cartesian coordinates (Å):
C -3.469 -0.552 1.399
H -4.190 -1.191 0.886
H -4.005 0.131 2.062
H -2.798 -1.169 2.002
O -2.750 0.260 0.498
C -2.583 -0.141 -0.796
C -2.414 0.901 -1.723
C -2.294 0.602 -3.068
C -2.359 -0.707 -3.519
C -2.484 -1.733 -2.606
C -2.559 -1.465 -1.239
C -2.523 -2.654 -0.337
O -3.357 -3.536 -0.339
N -1.434 -2.740 0.488
C -0.395 -1.821 0.678
C 0.077 -1.575 1.963
C 1.061 -0.632 2.185
C 1.621 0.108 1.140
C 1.184 -0.212 -0.154
C 0.204 -1.155 -0.387
H -0.076 -1.380 -1.403
Cl 1.909 0.526 -1.542
N 2.622 1.053 1.338
C 3.397 1.009 2.561
H 3.616 -0.028 2.817
C 4.714 1.753 2.307
O 4.490 3.085 1.915
C 3.708 3.133 0.743
C 2.367 2.430 0.950
H 1.782 2.464 0.034
H 1.809 2.950 1.747
H 3.560 4.190 0.516
H 4.244 2.650 -0.087
H 5.312 1.797 3.218
H 5.277 1.222 1.524
H 2.871 1.493 3.399
H 1.382 -0.447 3.197
H -0.341 -2.113 2.802
H -1.478 -3.510 1.146
H -2.502 -2.763 -2.928
H -2.295 -0.924 -4.574
H -2.164 1.408 -3.775
C -2.364 2.310 -1.222
H -2.253 3.010 -2.045
H -1.528 2.429 -0.535
H -3.273 2.545 -0.670

The calculation puts the lowest unoccupied orbital energy at 0.7 eV. The total energy is -1532.0368 Eh. The value obtained for the molar mass is 360.8 g mol⁻¹. As for the gap between HOMO and LUMO: 8.7 eV. As for the SMILES: COc1c(C)cccc1C(=O)Nc1ccc(N2CCOCC2)c(Cl)c1.